# 1
ORCA calculation (wB97M-V/def2-TZVPD) on a 4-piece molecular cluster, C26H57BF5NO7PS overall in a non-equilibrium geometry.

Element x y z (Å)
C: -3.357 -4.025 0.255
C: -2.220 -5.031 0.091
N: -1.569 -5.039 -1.274
O: -2.619 -5.349 -2.164
C: -0.962 -3.736 -1.654
C: 0.318 -3.412 -0.837
P: -0.015 -1.999 0.354
O: 0.175 -0.675 -0.268
S: 1.524 -2.965 -2.162
O: 1.856 -4.203 -2.819
O: 0.911 -1.904 -2.907
C: 3.151 -2.338 -1.436
F: 3.003 -1.068 -1.084
F: 3.977 -2.439 -2.481
C: 3.758 -3.132 -0.248
F: 3.722 -4.445 -0.486
F: 5.010 -2.754 -0.084
F: 3.077 -2.874 0.873
O: 0.777 -4.465 -0.034
C: 0.791 -5.762 -0.630
C: -0.534 -6.131 -1.369
B: -0.190 -6.592 -2.876
O: -0.527 -5.836 -3.976
O: 0.587 -7.710 -2.993
H: -3.149 -3.313 1.057
H: -3.552 -3.446 -0.652
H: -4.287 -4.537 0.502
H: -1.427 -4.929 0.832
H: -2.620 -6.045 0.181
H: -2.544 -4.736 -2.913
H: -1.694 -2.931 -1.538
H: -0.720 -3.787 -2.721
H: -1.348 -2.202 0.759
H: 0.755 -2.269 1.489
H: 1.633 -5.850 -1.313
H: 0.956 -6.463 0.190
H: -0.969 -6.991 -0.849
H: -1.216 -6.244 -4.517
H: 0.293 -8.504 -2.533
C: 3.238 4.611 2.385
C: 3.072 3.498 3.415
C: 3.393 2.108 2.869
C: 2.504 1.649 1.712
C: 1.007 1.631 2.011
C: 0.630 0.670 3.134
H: 2.553 4.490 1.545
H: 3.040 5.587 2.830
H: 4.256 4.627 1.989
H: 2.054 3.520 3.814
H: 3.733 3.696 4.262
H: 3.333 1.385 3.688
H: 4.434 2.091 2.533
H: 2.816 0.641 1.414
H: 2.677 2.282 0.839
H: 0.482 1.339 1.100
H: 0.656 2.637 2.259
H: 0.959 -0.348 2.898
H: -0.452 0.651 3.286
H: 1.088 0.951 4.083
C: 4.048 7.960 -2.802
C: 4.395 6.662 -2.080
C: 4.189 5.413 -2.937
C: 2.750 5.182 -3.400
C: 1.725 5.086 -2.271
C: 1.984 3.924 -1.317
H: 2.994 7.998 -3.082
H: 4.248 8.824 -2.168
H: 4.642 8.069 -3.712
H: 3.808 6.587 -1.160
H: 5.442 6.697 -1.768
H: 4.540 4.540 -2.379
H: 4.831 5.479 -3.821
H: 2.718 4.259 -3.988
H: 2.451 5.982 -4.082
H: 0.731 4.972 -2.711
H: 1.701 6.022 -1.706
H: 1.986 2.971 -1.851
H: 1.211 3.873 -0.547
H: 2.945 4.031 -0.811
C: -3.381 0.140 0.709
C: -3.974 -0.292 2.047
C: -5.333 -0.980 1.920
C: -6.435 -0.112 1.310
C: -6.702 1.195 2.054
C: -7.172 0.993 3.492
H: -4.004 0.876 0.202
H: -2.393 0.584 0.846
H: -3.272 -0.722 0.040
H: -4.050 0.574 2.707
H: -3.281 -0.983 2.540
H: -5.646 -1.331 2.906
H: -5.221 -1.880 1.302
H: -7.359 -0.698 1.279
H: -6.190 0.115 0.269
H: -7.465 1.752 1.505
H: -5.807 1.823 2.046
H: -8.083 0.393 3.522
H: -7.387 1.950 3.967
H: -6.417 0.491 4.099

Cartesian forces (eV/Å) of the 6 atoms listed first:
0.0 0.3 0.0
-0.5 -0.4 0.2
0.3 0.2 0.3
-0.2 0.1 0.1
0.1 0.6 -0.5
0.1 -0.3 0.7

Output
Kohn-Sham gap   0.3360 hartree
Total charge   +1

Atom charges from the Mulliken analysis, given in e for atoms 1 to 5:
1 C -1.14
2 C -0.65
3 N 0.87
4 O -0.48
5 C -2.99

=====

# 2
ORCA calculation (wB97M-V/def2-TZVPD) on a 11-piece molecular cluster, C26H57Cl20N2O2PS overall in a non-equilibrium geometry.

Element x y z (Å)
N: -5.088 -4.172 0.917
C: -5.398 -4.574 -0.455
C: -5.622 -3.385 -1.426
O: -5.166 -3.787 -2.727
C: -7.106 -3.090 -1.495
C: -7.535 -1.776 -2.225
N: -8.655 -1.123 -1.495
C: -6.451 -0.739 -2.349
O: -5.986 -0.331 -1.071
C: -5.064 0.741 -1.134
P: -3.449 0.113 -0.484
S: -3.347 0.211 1.462
H: -4.355 -3.473 0.930
H: -5.906 -3.825 1.398
H: -6.340 -5.119 -0.417
H: -4.650 -5.255 -0.859
H: -5.039 -2.563 -1.024
H: -4.509 -3.150 -3.042
H: -7.525 -3.078 -0.493
H: -7.536 -3.919 -2.054
H: -7.895 -2.041 -3.213
H: -8.282 -0.923 -0.569
H: -9.336 -1.858 -1.315
H: -5.648 -1.070 -3.016
H: -6.901 0.127 -2.843
H: -5.426 1.557 -0.518
H: -4.938 1.078 -2.163
H: -2.396 0.787 -1.133
H: -3.437 -1.228 -0.914
Cl: 1.725 0.894 4.829
C: 0.254 1.415 3.961
C: 0.258 0.982 2.521
Cl: 1.496 1.835 1.555
H: 0.178 2.496 4.052
H: -0.594 0.966 4.478
H: -0.706 1.207 2.069
H: 0.438 -0.086 2.426
Cl: -6.373 -9.139 -4.133
C: -5.796 -7.708 -5.026
C: -6.153 -6.418 -4.334
Cl: -7.913 -6.109 -4.352
H: -6.217 -7.749 -6.027
H: -4.712 -7.793 -5.098
H: -5.681 -5.581 -4.842
H: -5.822 -6.410 -3.299
Cl: 4.266 0.562 -2.713
C: 5.466 1.090 -1.503
C: 4.820 1.735 -0.305
Cl: 4.076 3.309 -0.702
H: 6.161 1.767 -1.994
H: 6.013 0.203 -1.186
H: 5.574 1.926 0.455
H: 4.049 1.100 0.125
Cl: 8.529 7.490 -0.855
C: 7.463 6.080 -1.096
C: 7.311 5.260 0.157
Cl: 8.825 4.426 0.608
H: 7.870 5.490 -1.913
H: 6.491 6.465 -1.399
H: 6.557 4.491 -0.005
H: 7.003 5.871 1.001
Cl: -1.573 -8.469 -4.116
C: -1.326 -7.391 -2.716
C: -2.329 -7.643 -1.620
Cl: -3.975 -7.163 -2.114
H: -1.377 -6.365 -3.073
H: -0.321 -7.579 -2.342
H: -2.073 -7.055 -0.740
H: -2.358 -8.691 -1.334
Cl: -1.893 -6.392 2.871
C: -3.578 -6.736 3.347
C: -4.104 -7.984 2.687
Cl: -4.298 -7.749 0.935
H: -4.181 -5.870 3.086
H: -3.584 -6.859 4.429
H: -5.086 -8.229 3.091
H: -3.444 -8.833 2.848
Cl: 5.840 6.177 -4.213
C: 6.493 7.717 -4.834
C: 6.077 8.904 -4.003
Cl: 4.330 9.229 -4.130
H: 6.159 7.819 -5.864
H: 7.579 7.629 -4.828
H: 6.593 9.793 -4.361
H: 6.315 8.776 -2.951
Cl: 9.697 -0.585 -0.084
C: 9.862 0.307 1.450
C: 8.750 -0.015 2.414
Cl: 7.182 0.612 1.847
H: 9.889 1.369 1.218
H: 10.818 0.021 1.885
H: 8.951 0.452 3.377
H: 8.648 -1.086 2.566
Cl: 5.882 9.777 -0.797
C: 7.086 10.343 0.390
C: 6.439 10.960 1.604
Cl: 5.629 12.502 1.229
H: 7.744 11.048 -0.112
H: 7.670 9.476 0.685
H: 7.200 11.174 2.352
H: 5.702 10.292 2.041
Cl: -0.239 2.416 8.307
C: -1.956 2.024 8.567
C: -2.426 0.920 7.655
Cl: -2.470 1.438 5.950
H: -2.534 2.932 8.419
H: -2.061 1.710 9.604
H: -3.439 0.624 7.925
H: -1.782 0.047 7.723

Cartesian forces (eV/Å) of the 6 atoms listed first:
0.1 -0.4 -0.2
-0.4 0.5 0.2
0.0 -1.3 0.4
0.3 0.6 -0.3
0.3 0.8 -0.8
-0.2 -0.3 1.4

Output
Kohn-Sham gap   0.3327 hartree
SMILES   NC[C@@H](O)C[C@@H](N)COC[PH2]=S.ClCCCl.ClCCCl.ClCCCl.ClCCCl.ClCCCl.ClCCCl.ClCCCl.ClCCCl.ClCCCl.ClCCCl

Atom charges from the Mulliken analysis, given in e for atoms 1 to 5:
1 N -0.33
2 C -0.62
3 C 1.50
4 O -0.45
5 C -0.98

=====

# 3
ORCA calculation (wB97M-V/def2-TZVPD) on a 3-piece molecular cluster, C26H57FN6O5P2 overall in a non-equilibrium geometry.

Element x y z (Å)
C: 0.029 -2.228 7.179
C: 0.676 -2.208 5.639
C: -0.513 -2.198 4.516
C: -0.443 -0.989 3.419
C: -0.016 0.478 3.996
C: -0.671 0.902 5.432
C: -1.772 2.127 5.358
C: -3.106 1.734 6.286
C: -4.250 1.064 5.321
C: -5.324 0.086 6.149
C: -5.347 -1.339 5.275
C: -4.450 -2.501 5.603
F: -3.455 -2.679 6.691
C: -4.893 -3.524 4.398
O: -4.050 -4.546 4.124
O: -6.159 -3.123 3.759
C: -6.316 -1.657 3.987
O: -7.135 -0.888 3.264
H: -1.085 -1.808 7.199
H: -0.033 -3.311 7.632
H: 0.647 -1.536 7.916
H: 1.251 -3.243 5.536
H: 1.415 -1.303 5.595
H: -1.572 -2.103 5.056
H: -0.492 -3.251 3.976
H: 0.347 -1.325 2.589
H: -1.484 -0.947 2.868
H: 1.152 0.559 4.040
H: -0.406 1.279 3.202
H: 0.229 1.297 6.109
H: -1.171 0.037 6.039
H: -1.270 3.077 5.878
H: -2.054 2.415 4.259
H: -3.546 2.766 6.689
H: -2.762 1.055 7.183
H: -4.838 1.860 4.689
H: -3.664 0.392 4.528
H: -6.375 0.646 6.080
H: -4.972 -0.088 7.254
C: -0.341 -4.980 -1.893
N: -0.772 -3.813 -1.158
C: -2.036 -4.099 -0.478
P: -0.514 -2.161 -1.451
O: 0.016 -1.954 -0.010
N: 1.040 -1.789 -2.128
C: 2.075 -2.794 -2.353
C: 1.720 -0.659 -1.455
N: -1.122 -2.399 -3.106
C: -0.419 -2.882 -4.287
C: -1.816 -1.156 -3.494
H: -1.004 -5.208 -2.731
H: -0.335 -5.866 -1.241
H: 0.684 -4.916 -2.256
H: -2.873 -4.036 -1.188
H: -2.215 -3.385 0.334
H: -2.038 -5.100 -0.027
H: 2.306 -3.354 -1.443
H: 3.000 -2.333 -2.714
H: 1.813 -3.488 -3.146
H: 2.215 -0.972 -0.524
H: 1.007 0.139 -1.210
H: 2.480 -0.213 -2.107
H: 0.350 -2.188 -4.643
H: -1.132 -3.021 -5.112
H: 0.027 -3.865 -4.156
H: -1.101 -0.344 -3.665
H: -2.503 -0.842 -2.701
H: -2.420 -1.291 -4.399
C: 1.133 4.623 -5.041
N: 1.769 3.875 -3.981
C: 1.339 4.399 -2.683
P: 3.265 3.075 -3.932
O: 2.591 1.772 -3.436
N: 3.724 2.325 -5.428
C: 2.867 2.307 -6.609
C: 4.210 0.936 -5.265
N: 4.040 4.572 -4.503
C: 4.176 5.081 -5.861
C: 5.378 4.629 -3.885
H: 1.485 5.656 -5.086
H: 0.045 4.663 -4.886
H: 1.240 4.167 -6.025
H: 1.889 5.321 -2.445
H: 1.522 3.670 -1.886
H: 0.265 4.622 -2.670
H: 1.879 1.890 -6.392
H: 3.317 1.717 -7.415
H: 2.751 3.292 -7.053
H: 3.381 0.219 -5.175
H: 4.841 0.843 -4.372
H: 4.827 0.632 -6.119
H: 4.838 4.471 -6.484
H: 4.601 6.094 -5.836
H: 3.225 5.207 -6.376
H: 6.048 3.883 -4.327
H: 5.309 4.426 -2.811
H: 5.835 5.619 -3.990

Cartesian forces (eV/Å) of the 6 atoms listed first:
-0.3 0.4 0.3
-0.6 -0.9 1.1
-0.5 0.1 0.1
0.6 -0.8 -0.6
-0.6 0.2 -0.5
0.5 0.7 0.5

Output
Kohn-Sham gap   0.2153 hartree
SMILES   CCCCCCCCCCC1=C(F)C(=O)OC1=O.CN(C)P(=O)(N(C)C)N(C)C.CN(C)P(=O)(N(C)C)N(C)C
Energy relative to the best compared isomer or geometry (same formula, charge and spin)   17.317 eV

Atom charges from the Mulliken analysis, given in e for atoms 1 to 5:
1 C -0.64
2 C -0.45
3 C 0.23
4 C -0.26
5 C -0.90

=====

# 4
ORCA calculation (wB97M-V/def2-TZVPD) on a 10-piece molecular cluster, C26H57NO9S3 overall in a non-equilibrium geometry.

Element x y z (Å)
C: -33.178 -2.434 -7.325
C: -33.706 -1.272 -6.606
N: -34.110 -0.336 -6.078
H: -33.945 -3.200 -7.420
H: -32.354 -2.875 -6.767
H: -32.797 -2.039 -8.264
C: -31.417 1.697 -6.302
S: -30.177 0.352 -6.326
O: -30.591 -0.731 -7.298
C: -28.966 1.337 -7.235
H: -31.286 2.489 -5.573
H: -32.320 1.129 -6.048
H: -31.616 2.023 -7.324
H: -29.279 1.290 -8.279
H: -27.953 0.933 -7.227
H: -28.944 2.346 -6.831
C: -35.497 7.873 -7.415
S: -36.510 7.937 -5.852
O: -37.877 8.362 -6.311
C: -36.508 6.143 -5.594
H: -36.107 7.488 -8.229
H: -34.649 7.252 -7.138
H: -35.189 8.885 -7.663
H: -36.781 5.900 -4.575
H: -35.506 5.799 -5.857
H: -37.123 5.676 -6.367
C: -39.879 -4.622 -11.167
S: -38.107 -4.432 -10.849
O: -37.392 -4.940 -12.069
C: -38.055 -2.633 -10.938
H: -40.093 -5.648 -11.447
H: -40.107 -3.882 -11.939
H: -40.525 -4.339 -10.334
H: -38.742 -2.220 -10.197
H: -38.364 -2.328 -11.939
H: -37.029 -2.325 -10.749
C: -36.329 3.302 -1.322
C: -35.513 3.724 -2.541
O: -35.251 4.900 -2.689
C: -35.000 2.717 -3.529
H: -37.366 3.441 -1.648
H: -36.126 3.879 -0.426
H: -36.256 2.247 -1.053
H: -35.308 1.698 -3.285
H: -33.917 2.792 -3.548
H: -35.504 2.907 -4.478
C: -37.840 -3.282 -6.856
C: -39.138 -2.571 -7.068
O: -39.957 -2.846 -7.916
C: -39.449 -1.492 -6.079
H: -37.573 -4.036 -7.593
H: -37.870 -3.701 -5.846
H: -37.012 -2.571 -6.823
H: -38.646 -1.361 -5.359
H: -40.384 -1.716 -5.561
H: -39.678 -0.566 -6.612
C: -40.918 2.187 -7.087
C: -41.200 1.673 -8.472
O: -40.307 1.263 -9.178
C: -42.665 1.632 -8.920
H: -41.181 3.230 -6.889
H: -39.856 2.158 -6.842
H: -41.453 1.584 -6.348
H: -43.045 2.649 -8.930
H: -43.137 1.020 -8.150
H: -42.631 1.143 -9.889
C: -41.377 2.295 -1.922
C: -39.928 2.010 -2.271
O: -39.206 1.491 -1.454
C: -39.421 2.428 -3.650
H: -41.996 1.400 -1.902
H: -41.842 3.049 -2.565
H: -41.434 2.783 -0.946
H: -38.451 1.945 -3.741
H: -39.376 3.504 -3.780
H: -40.114 1.888 -4.301
C: -38.200 2.447 -11.145
C: -37.031 1.611 -11.596
O: -35.964 1.736 -11.022
C: -37.141 0.798 -12.837
H: -39.100 1.909 -11.452
H: -38.209 3.423 -11.627
H: -38.187 2.518 -10.062
H: -38.078 0.233 -12.791
H: -36.340 0.061 -12.799
H: -37.174 1.438 -13.715
C: -35.837 2.501 -7.296
C: -36.949 1.491 -7.158
O: -37.687 1.517 -6.198
C: -36.769 0.261 -8.032
H: -36.084 3.428 -6.774
H: -35.676 2.733 -8.352
H: -34.926 2.130 -6.826
H: -35.796 0.279 -8.535
H: -37.469 0.043 -8.840
H: -36.639 -0.643 -7.438

Cartesian forces (eV/Å) of the 6 atoms listed first:
0.0 0.3 0.4
0.1 -0.3 0.0
-0.1 0.0 0.1
-0.1 0.1 -0.3
0.1 0.2 0.0
0.0 -0.4 -0.2

Output
Kohn-Sham gap   0.3367 hartree
Energy relative to the best compared isomer or geometry (same formula, charge and spin)   0.000 eV

Atom charges from the Mulliken analysis, given in e for atoms 1 to 5:
1 C -0.95
2 C 0.51
3 N -0.50
4 H 0.34
5 H 0.34

=====

# 5
ORCA calculation (wB97M-V/def2-TZVPD) on a 7-piece molecular cluster, C26H58FIN2O8 overall.

Element x y z (Å)
C: 0.742 -0.335 5.319
C: 0.371 -1.338 4.778
C: -0.074 -2.569 4.131
C: 0.579 -2.900 2.779
C: 0.122 -2.118 1.536
C: 0.621 -0.677 1.322
C: -0.173 0.469 1.990
C: -1.585 0.182 2.507
C: -2.663 -0.058 1.466
F: -3.134 1.156 0.962
C: 2.117 -0.633 1.681
O: 2.648 -0.107 2.608
N: 2.857 -1.272 0.613
C: 2.110 -1.087 -0.638
I: 1.785 -2.967 -1.677
C: 2.983 -0.244 -1.600
C: 3.562 1.036 -0.975
C: 5.022 0.929 -0.514
C: 5.957 0.311 -1.548
O: 6.414 -0.997 -1.168
C: 0.799 -0.357 -0.197
N: -0.393 -0.463 -0.987
C: -0.327 0.144 -2.324
C: -0.119 1.652 -2.309
C: -1.219 2.401 -1.534
C: -0.696 3.595 -0.705
H: 1.103 0.492 5.883
H: 0.178 -3.386 4.814
H: -1.163 -2.590 4.063
H: 0.312 -3.943 2.584
H: 1.665 -2.888 2.906
H: 0.469 -2.699 0.681
H: -0.967 -2.177 1.497
H: -0.251 1.317 1.308
H: 0.411 0.819 2.844
H: -1.611 -0.636 3.225
H: -1.908 1.069 3.060
H: -2.332 -0.667 0.627
H: -3.518 -0.561 1.933
H: 3.049 -2.235 0.866
H: 3.763 -0.898 -1.988
H: 2.371 0.033 -2.460
H: 2.970 1.373 -0.121
H: 3.497 1.831 -1.720
H: 5.068 0.387 0.433
H: 5.371 1.942 -0.292
H: 5.454 0.209 -2.514
H: 6.854 0.909 -1.708
H: 5.800 -1.348 -0.516
H: 1.136 0.684 -0.195
H: -0.626 -1.442 -1.129
H: -1.296 -0.052 -2.795
H: 0.419 -0.327 -2.976
H: 0.848 1.907 -1.862
H: -0.055 2.009 -3.339
H: -1.681 1.689 -0.852
H: -1.982 2.769 -2.215
H: 0.372 3.775 -0.842
H: -0.873 3.440 0.362
H: -1.211 4.523 -0.960
C: 6.044 2.899 -4.153
O: 4.681 2.646 -3.823
H: 6.460 3.507 -3.354
H: 6.613 1.968 -4.222
H: 6.128 3.448 -5.094
H: 4.291 2.117 -4.525
C: -3.462 -4.857 6.040
O: -2.771 -4.348 4.898
H: -3.017 -4.401 6.920
H: -4.523 -4.600 6.004
H: -3.354 -5.943 6.107
H: -3.168 -4.746 4.117
C: -5.463 2.712 -3.569
O: -4.414 2.866 -2.621
H: -5.013 2.715 -4.560
H: -5.987 1.763 -3.424
H: -6.176 3.536 -3.498
H: -4.818 2.876 -1.748
C: -0.519 0.603 -6.064
O: 0.423 1.659 -5.882
H: -0.395 -0.095 -5.240
H: -1.543 0.987 -6.053
H: -0.333 0.085 -7.008
H: 0.310 2.276 -6.609
C: -6.101 5.797 -0.321
O: -5.746 5.376 -1.634
H: -7.102 5.423 -0.122
H: -5.417 5.388 0.427
H: -6.112 6.887 -0.239
H: -4.858 5.695 -1.820
C: -0.741 -7.325 4.127
O: -0.656 -7.137 5.533
H: -0.385 -8.328 3.908
H: -1.774 -7.231 3.778
H: -0.114 -6.602 3.597
H: -0.970 -6.248 5.722

Cartesian forces (eV/Å) of the 6 atoms listed first:
0.0 -0.2 0.2
0.0 0.2 0.0
0.2 -0.2 0.1
-0.3 -0.1 0.1
0.1 -0.2 0.2
0.1 0.8 -0.5

Output
Kohn-Sham gap   0.3342 hartree
SMILES   C#CCCC[C@@]1(CCCF)C(=O)N[C@](I)(CCCCO)[C@H]1NCCCC.CO.CO.CO.CO.CO.CO

Atom charges from the Mulliken analysis, given in e for atoms 1 to 5:
1 C -0.28
2 C -0.30
3 C -0.52
4 C -0.95
5 C -1.00